The following is a quantum chemistry calculation of C8H20Br4MnN3O7 as an isolated structure in a non-equilibrium geometry, from the OMol25 dataset.

Geometry (Å):
Mn -1.35051 -0.92464 -3.37691
C 0.34549 -0.58410 -0.40083
O -0.48255 -0.91557 -1.50030
H 0.80130 0.36821 -0.67185
H -0.18222 -0.41823 0.53837
H 1.07676 -1.38083 -0.26460
Br -1.81831 3.85380 1.17187
C -1.39608 3.34329 -0.72473
C -2.17666 4.29257 -1.69857
Br -1.48719 6.10566 -1.51349
H -1.49044 2.27030 -0.89173
H -0.31287 3.36990 -0.84320
H -3.20370 4.36110 -1.33998
H -2.23514 3.88423 -2.70751
Br -1.42305 -4.06314 3.64593
C -0.63265 -3.33378 1.96009
C -1.39201 -4.01540 0.84482
Br -0.75206 -5.93076 0.81816
H 0.45279 -3.41646 1.90449
H -0.81196 -2.25915 1.99363
H -1.17869 -3.60907 -0.14386
H -2.47323 -4.01120 0.98284
C -2.25150 0.05419 3.21190
N -2.91257 -0.21861 1.96278
O -3.17879 -1.37432 1.65734
O -3.10109 0.68987 1.17533
H -2.42257 1.10568 3.44257
H -1.20175 -0.23920 3.20516
H -2.74039 -0.58864 3.94392
C 1.59005 1.65384 -3.30260
N 0.27058 2.18347 -3.60476
O -0.71931 1.40709 -3.63324
O 0.10575 3.43946 -3.55310
H 2.18331 2.50900 -2.97882
H 2.14216 1.18951 -4.11971
H 1.62850 0.91560 -2.50157
C 4.04082 -1.61089 1.20079
N 5.46038 -1.12598 0.85388
O 6.10095 -0.66662 1.77111
O 5.77583 -0.99075 -0.31647
H 4.21110 -2.68539 1.26840
H 3.38247 -1.41197 0.35515
H 3.75905 -1.22207 2.17932

Properties
Multiplicity: 6
Total charge: +1
Kohn-Sham gap (alpha / beta), eV: 5.01 / 5.03
HOMO (alpha / beta), eV: -12.00 / -12.00


The following is a quantum chemistry calculation of C8H20F24KO4P4 as an isolated structure in a non-equilibrium geometry, from the OMol25 dataset.

Geometry (Å):
K -0.11161 1.73216 -1.25049
P 0.88889 4.88107 -4.18098
F 0.35442 6.11096 -5.16306
F -0.27352 3.97646 -4.75114
F 1.94328 4.55981 -5.39009
F 1.41245 3.66669 -3.19558
F 1.89619 5.87186 -3.41867
F -0.14920 5.33381 -3.04469
P 0.91413 4.74416 0.81045
F 0.15385 4.68483 -0.59520
F -0.52955 4.19060 1.42052
F 1.52107 3.23165 0.67803
F 1.49537 4.81212 2.31349
F 2.27989 5.29731 0.20521
F 0.36056 6.25541 0.95802
P -3.55292 2.39897 -1.05338
F -2.18912 3.13800 -0.61371
F -2.86887 1.87790 -2.43898
F -3.02949 1.13520 -0.22585
F -4.89597 1.57894 -1.40983
F -4.12058 3.04831 0.27713
F -4.09349 3.70019 -1.88210
P -0.41838 -0.90106 -3.58290
F -1.33771 -0.67678 -2.30362
F -1.71164 -1.13457 -4.50017
F -0.53450 0.64362 -3.94075
F 0.57896 -1.18500 -4.87281
F 0.89536 -0.71098 -2.60249
F -0.42192 -2.50276 -3.27484
C -0.89891 -5.06613 1.83637
O -0.37616 -4.82150 0.50870
C 0.34668 -3.58429 0.44402
C 1.19687 -3.76411 -0.86964
O 2.52225 -4.46855 -0.71940
C 2.26454 -5.83763 -0.29719
H -1.52179 -4.26140 2.22691
H -0.02125 -5.17544 2.47347
H -1.49644 -5.96193 2.00544
H 0.92796 -3.50554 1.36272
H -0.15122 -2.61686 0.50938
H 1.37291 -2.80199 -1.35071
H 0.56723 -4.07977 -1.70150
H 1.92211 -5.88686 0.73646
H 3.27231 -6.25298 -0.29590
H 1.55127 -6.28336 -0.99049
C 0.21343 -1.16150 5.32813
O 0.22890 -0.25389 4.33446
C -0.68027 -0.61863 3.23362
C -0.65530 0.25282 1.94314
O 0.54785 0.10380 1.19406
C 1.73462 0.36103 1.86200
H 0.95978 -0.88927 6.07442
H 0.72916 -2.01854 4.89500
H -0.75462 -1.37879 5.77953
H -1.69663 -0.70404 3.61808
H -0.37027 -1.60548 2.88994
H -0.82616 1.23509 2.38367
H -1.54095 0.15349 1.31557
H 2.51858 0.44266 1.10913
H 1.95140 -0.44606 2.56181
H 1.70620 1.13670 2.62728

Properties
Total charge: -3
Kohn-Sham gap, eV: 8.64
HOMO, eV: -3.52